P:
{
  "formula": "C8H8N4O4",
  "method": "ωB97M-V/def2-TZVPD",
  "symbols": ["O", "C", "C", "C", "N", "C", "O", "N", "H", "H", "H", "H", "O", "C", "C", "C", "N", "C", "O", "N", "H", "H", "H", "H"],
  "xyz": [[-3.17177, 0.92902, 0.68166], [-2.19853, 0.35782, 0.17229], [-1.61156, 0.73317, -1.11688], [-0.79235, -0.19380, -1.72813], [-0.44382, -1.39826, -1.07642], [-0.81123, -1.81166, 0.12065], [-0.43739, -2.88669, 0.61273], [-1.62709, -0.80639, 0.77222], [-1.79126, 1.68916, -1.56013], [-0.12378, -0.07035, -2.55715], [0.45062, -1.92083, -1.31236], [-2.00374, -1.07028, 1.71016], [1.59499, 2.31085, 2.36846], [1.28388, 1.42059, 1.63325], [1.51447, -0.00084, 1.68087], [1.34725, -0.82523, 0.68425], [1.35364, -0.31185, -0.71959], [0.96029, 1.11713, -0.89652], [0.47534, 1.59157, -1.91918], [0.87517, 1.73189, 0.28642], [1.61808, -0.52975, 2.69959], [1.28560, -1.90558, 0.81029], [1.51143, -0.92149, -1.48118], [0.74175, 2.77178, 0.13469]],
  "lowdin_charge": [0.0494, -0.4208, 0.0264, -0.0478, 0.0542, -0.5534, 0.0329, 0.2046, 0.1231, 0.1262, 0.1788, 0.1786, 0.1228, -0.4216, -0.0054, -0.0530, 0.0889, -0.4798, 0.0048, 0.1955, 0.1625, 0.1180, 0.1124, 0.2027],
  "smiles": "O=c1cc[nH]c(=O)[nH]1.O=c1cc[nH]c(=O)[nH]1",
  "homo_energy_ev": -9.090,
  "gap_ev": 8.6190,
  "charge": 0
}

=====

Q:
{
  "formula": "C8H8N4O4",
  "method": "ωB97M-V/def2-TZVPD",
  "symbols": ["O", "C", "C", "C", "N", "C", "O", "N", "H", "H", "H", "H", "O", "C", "C", "C", "N", "C", "O", "N", "H", "H", "H", "H"],
  "xyz": [[4.85497, 1.85407, -0.36624], [3.67310, 2.03976, -0.41858], [2.81918, 1.61607, -1.44762], [1.59689, 2.04484, -1.82693], [1.08821, 3.05976, -1.05389], [1.67696, 3.45648, 0.17212], [1.14375, 4.31659, 0.78692], [2.95539, 2.84981, 0.60145], [3.29620, 0.76536, -2.03362], [1.03090, 1.58296, -2.51978], [0.06856, 3.02315, -1.14669], [3.15922, 3.02650, 1.57268], [-1.47194, -0.93475, 2.66480], [-1.69920, -1.66867, 1.72138], [-1.22943, -3.05660, 1.46491], [-1.95086, -3.77322, 0.53194], [-3.00920, -3.29472, -0.20821], [-3.24111, -1.97884, -0.27307], [-4.09381, -1.42195, -0.97807], [-2.51261, -1.25974, 0.62655], [-0.42653, -3.29397, 2.11532], [-1.69872, -4.77226, 0.21824], [-3.34887, -3.94438, -0.88015], [-2.68105, -0.23624, 0.67657]],
  "lowdin_charge": [0.0981, -0.4686, -0.0346, -0.0665, 0.1020, -0.4627, 0.1006, 0.1965, 0.1426, 0.0911, 0.1609, 0.1408, 0.0803, -0.4387, 0.0372, -0.0546, 0.1283, -0.5379, 0.0490, 0.1794, 0.1002, 0.1212, 0.1555, 0.1802],
  "smiles": "O=c1cc[nH]c(=O)[nH]1.O=c1cc[nH]c(=O)[nH]1",
  "homo_energy_ev": -9.454,
  "gap_ev": 9.4947,
  "charge": 0
}

=====

Least stable of them? P.